Entry 1:
Below is a molecular structure, C40H44CoFO3P3, with properties calculated with ωB97M-V/def2-TZVPD.

Structure (XYZ):
```
92
C40H44CoFO3P3 | the Open Molecules 2025 dataset | ωB97M-V/def2-TZVPD
Co 0.58297 -0.97310 -0.34142
O 2.27868 1.91984 1.50398
C 1.15572 1.69600 1.08338
O 0.59268 0.52448 1.02472
C 0.30675 2.77882 0.47042
C 0.68293 4.10815 0.59980
C -0.07818 5.10376 0.00687
C -1.20716 4.76576 -0.72560
C -1.57938 3.43718 -0.87356
C -0.83089 2.42964 -0.27178
P -1.27045 0.66358 -0.43374
C -2.48461 0.68750 -1.81483
C -1.97465 0.38776 -3.07712
C -2.78736 0.41047 -4.20337
C -4.13454 0.71752 -4.07295
C -4.65838 1.01691 -2.81964
C -3.83831 1.01065 -1.69851
C -2.32645 0.34538 1.03377
C -3.32022 -0.63068 0.97765
C -4.12840 -0.89420 2.07618
C -3.95802 -0.17224 3.24934
C -2.97571 0.80594 3.31480
C -2.16218 1.05918 2.21902
H 1.57168 4.34016 1.17372
H 0.21203 6.14292 0.11194
H -1.80387 5.54249 -1.18948
H -2.45361 3.19196 -1.46133
H -0.92227 0.12823 -3.17641
H -2.37335 0.18188 -5.17926
H -4.77725 0.72811 -4.94459
H -5.70890 1.26319 -2.71652
H -4.25508 1.26145 -0.72954
H -3.49043 -1.17046 0.05537
H -4.90373 -1.65009 2.01149
H -4.59515 -0.36531 4.10479
H -2.83562 1.37685 4.22584
H -1.39926 1.82178 2.29303
C -1.67036 -3.77409 0.63566
P -1.07605 -2.85970 -0.83350
C -2.52774 -2.88986 -1.94448
C -0.06221 -4.17119 -1.64620
C 1.26704 -4.38021 -0.91636
P 2.16789 -2.78871 -0.77634
C 2.93444 -2.64138 -2.42702
C 3.58838 -3.27396 0.26206
H -2.17440 -4.69075 0.32328
H -2.35998 -3.15674 1.20881
H -0.83240 -4.03178 1.28639
H -2.85240 -3.92441 -2.06838
H -2.25251 -2.47882 -2.91505
H -3.35405 -2.29749 -1.55420
H 0.10846 -3.86103 -2.68163
H -0.64676 -5.09065 -1.67508
H 1.89358 -5.11459 -1.42511
H 1.08990 -4.74656 0.09920
H 3.43391 -3.57479 -2.68688
H 3.66231 -1.83100 -2.41270
H 2.18403 -2.40401 -3.18324
H 4.17424 -4.02891 -0.26144
H 3.23139 -3.68024 1.20777
H 4.22418 -2.41285 0.47191
F 0.21162 0.07611 7.69512
C 0.45468 -0.37939 6.45969
C -0.59714 -0.89438 5.71954
C -0.34620 -1.36563 4.45010
C 0.95798 -1.33659 3.89829
C 1.21191 -1.83298 2.61358
C 1.99376 -0.78594 4.69249
C 1.74707 -0.31386 5.96249
H -1.59136 -0.91473 6.15142
H -1.15907 -1.76533 3.85121
H 2.20885 -1.79998 2.19332
H 0.39365 -2.24261 2.02198
H 2.99449 -0.72757 4.27994
H 2.53205 0.10834 6.57758
C 4.37894 0.89675 -0.47786
C 3.09348 1.01459 -1.23347
O 2.30718 0.06278 -1.23778
C 2.79854 2.25356 -1.97670
C 1.63038 2.33401 -2.73614
C 1.32066 3.48753 -3.43200
C 2.18329 4.57715 -3.37428
C 3.34909 4.50680 -2.62227
C 3.65737 3.35103 -1.92585
H 4.47769 -0.10770 -0.07316
H 4.35313 1.60535 0.35192
H 5.23373 1.12874 -1.11510
H 0.96964 1.47734 -2.77007
H 0.40694 3.54035 -4.01217
H 1.94604 5.48512 -3.91613
H 4.01849 5.35702 -2.57817
H 4.56221 3.31633 -1.33136
```

E_LUMO (spin up / spin down) = -2.56 / -2.95 eV
maximum force = 0.75 eV/Å
energy above the lowest of the compared OMol25 structures with the same formula, charge and spin = 5.4 kcal per mole
calculated total energy = -4282.89357 Ha
HOMO-LUMO gap (spin up / spin down) = 6.57 / 8.03 eV
HOMO level (spin up / spin down) = -9.13 / -10.98 eV
total charge = +1
spin multiplicity = 5

Atom charges from the Löwdin analysis, given in e for atoms 1 to 8: Co 0.4144; O 0.0729; C -0.5786; O -0.2341; C -0.1512; C -0.0023; C -0.0541; C -0.0606


Entry 2:
Below is a molecular structure, C40H44GdN4S at a distorted geometry, with properties calculated with ωB97M-V/def2-TZVPD.

Structure (XYZ):
```
90
C40H44GdN4S | the Open Molecules 2025 dataset | ωB97M-V/def2-TZVPD
Gd -0.63152 -0.21987 -0.19859
N -3.43967 -0.95010 3.94431
N -2.80886 0.19417 -1.98444
C 1.87645 -1.71861 -0.70219
C 0.97424 -2.59467 -0.04886
C 1.05187 -2.32526 1.37466
C 0.39341 -3.02829 2.40006
H -0.20895 -3.89860 2.11659
H -0.94353 -2.03658 2.91432
H 0.74668 -2.93848 3.42753
C 1.88850 -1.16121 1.54079
C 2.19051 -0.51438 2.83356
H 3.20020 -0.75535 3.20575
H 1.47350 -0.79939 3.61279
H 2.13936 0.57925 2.73215
C 2.44249 -0.84157 0.28178
C 3.52249 0.14838 0.07601
H 3.31186 1.05680 0.65386
H 3.61510 0.42157 -0.98052
H 4.50510 -0.22717 0.40879
C 0.21302 -3.72581 -0.63157
H 0.76722 -4.67890 -0.58207
H -0.03209 -3.54366 -1.68704
H -0.73989 -3.88659 -0.10665
C 2.27922 -1.81413 -2.12793
H 2.59737 -0.83615 -2.51008
H 1.44276 -2.16211 -2.74866
H 3.11610 -2.51854 -2.28702
C -4.00560 0.07275 4.56267
H -3.98077 -0.01102 5.65529
C -4.58205 1.15178 3.83453
H -5.17001 1.87445 4.44318
C -4.31933 1.24807 2.46570
H -4.88603 1.99437 1.91359
C -3.32115 0.44944 1.88909
H -3.25288 0.31845 0.78653
C -2.67446 -0.50597 2.88504
C -1.66247 -1.26865 2.57278
H -1.73803 -1.65049 1.43342
C -1.67961 -0.01437 -2.66363
C -3.46313 -1.07161 -2.31821
H -4.19731 -1.57288 -1.65235
C -3.16000 -1.38154 -3.58845
H -3.78269 -1.90744 -4.35193
N -1.95544 -0.72379 -3.80727
C -0.92434 -0.93630 -4.69049
C -0.73497 -2.23031 -5.21637
C 0.30757 -2.35770 -6.13656
H 0.39553 -3.29454 -6.71864
C 1.17296 -1.28586 -6.36118
C 2.11064 -1.35071 -7.48245
H 2.97433 -0.73864 -7.26733
H 1.64008 -0.98800 -8.39388
H 2.39020 -2.38530 -7.62257
C 1.15184 -0.13210 -5.56135
H 1.88462 0.67982 -5.68411
C 0.11463 0.03652 -4.65386
C 0.13348 1.23041 -3.72184
H -0.82573 1.40734 -3.13021
H 0.28251 2.15198 -4.30714
H 0.95418 1.22400 -2.97117
C -1.56342 -3.41163 -4.76475
H -2.64149 -3.26536 -4.94710
H -1.46213 -3.66605 -3.68458
H -1.26549 -4.31316 -5.32615
N -0.60030 1.69346 0.80248
S -0.23543 3.09087 1.69394
C 1.54732 3.19465 1.95028
C 2.16022 3.00565 3.19284
C 3.55772 3.02923 3.28895
C 4.33095 3.33139 2.16180
C 3.70772 3.65436 0.95285
C 2.31942 3.61059 0.84911
C -0.85199 2.78271 3.35921
C -1.43027 3.85332 4.07259
C -1.89400 3.65841 5.37066
C -1.79226 2.39836 5.96767
C -1.22615 1.33392 5.25375
C -0.75680 1.53396 3.95524
H -1.62170 1.82475 0.66243
H 1.55014 2.82899 4.08204
H 4.02931 2.81320 4.24833
H 5.42104 3.33507 2.22949
H 4.30517 3.94062 0.08228
H 1.80689 3.88770 -0.07191
H -1.50046 4.82431 3.57934
H -2.33654 4.49238 5.92407
H -2.16635 2.23306 6.97912
H -1.16311 0.34304 5.70999
H -0.36747 0.70531 3.35787
```

E_LUMO (spin up / spin down) = 2.10 / 2.06 eV
maximum force = 6.88 eV/Å
calculated total energy = -2933.12941 Ha
HOMO-LUMO gap (spin up / spin down) = 4.68 / 3.91 eV
HOMO level (spin up / spin down) = -2.57 / -1.85 eV
total charge = -1
spin multiplicity = 8

Atom charges from the Löwdin analysis, given in e for atoms 1 to 8: Gd 1.4720; N 0.0545; N -0.0424; C -0.3308; C -0.3525; C -0.3174; C -0.0330; H 0.0674